{"formula": "C2H4S2", "method": "ωB97M-V with the def2-TZVPD basis set", "relative_energy_kcal_mol": 98.9, "charge": 0, "homo_energy_ev": [-9.75, -7.48], "homo_lumo_gap_ev": [9.401, 4.968], "symbols": ["C", "C", "S", "S", "H", "H", "H", "H"], "coordinates": [[1.07857, 0.63799, 0.39237], [0.65629, -0.28220, -0.57947], [1.94853, -1.07137, 0.08139], [-2.47428, -0.39537, 0.19579], [1.88413, 1.41890, 0.36115], [0.38217, 0.74425, 1.22940], [-0.28543, -0.50486, -0.86151], [-3.18998, -0.54734, -0.81911]], "forces_ev_per_a": [[1.162, 0.725, 1.530], [1.888, 1.393, -0.954], [0.387, -0.328, 1.010], [1.805, 0.376, 2.649], [-1.104, -0.745, -0.617], [0.460, -0.011, 0.212], [-2.940, -1.023, -1.297], [-1.659, -0.388, -2.533]]}